No. 1
This record from OMol25 describes 4 unconnected molecules or ions with the total composition H8O4. The level of theory is ωB97M-V/def2-TZVPD.

**SMILES**: O.O.O.O
**E_tot**: -8318.9842 eV
**LUMO energy**: -0.23 eV
**HOMO**: -11.80 eV
**Charge**: 0
**Relative energy (zero: lowest compared OMol25 entry of this formula, charge and spin)**: 39.02 kcal per mole
**Orbital gap**: 11.57 eV

Positions of all 12 atoms, in Å:
O 0.952 1.372 0.077
H 0.652 1.825 0.860
H 0.434 0.517 -0.055
O 1.858 0.477 4.487
H 1.104 -0.069 4.611
H 1.831 0.642 3.536
O -2.120 -2.403 -0.674
H -2.358 -1.553 -0.747
H -1.257 -2.361 -1.088
O -0.335 0.398 -4.037
H -1.036 0.968 -3.743
H 0.275 0.187 -3.229

No. 2
This record from OMol25 describes 4 unconnected molecules or ions with the total composition H8O4. The level of theory is ωB97M-V/def2-TZVPD.

**SMILES**: O.O.O.O
**E_tot**: -8318.9800 eV
**LUMO energy**: 0.42 eV
**HOMO**: -10.29 eV
**Charge**: 0
**Relative energy (zero: lowest compared OMol25 entry of this formula, charge and spin)**: 39.11 kcal per mole
**Orbital gap**: 10.71 eV

Positions of all 12 atoms, in Å:
O 13.573 4.516 39.735
H 13.968 5.410 39.601
H 14.182 4.262 40.384
O 10.070 4.705 43.430
H 10.291 3.738 43.387
H 10.453 4.856 42.535
O 11.170 5.862 41.334
H 10.537 6.046 40.599
H 11.913 5.629 40.671
O 8.802 6.480 40.068
H 9.052 6.687 39.274
H 8.197 5.752 40.093

No. 3
This record from OMol25 describes 4 unconnected molecules or ions with the total composition H8O4. The level of theory is ωB97M-V/def2-TZVPD.

**SMILES**: O.O.O.O
**E_tot**: -8320.4258 eV
**LUMO energy**: 0.87 eV
**HOMO**: -11.36 eV
**Charge**: 0
**Relative energy (zero: lowest compared OMol25 entry of this formula, charge and spin)**: 5.77 kcal per mole
**Orbital gap**: 12.22 eV

Positions of all 12 atoms, in Å:
O -1.447 -0.692 -0.734
H -1.353 -0.763 0.252
H -1.371 -1.581 -1.091
O 0.334 1.040 -1.842
H -0.409 0.437 -1.651
H 0.102 1.587 -2.594
O -0.506 -1.035 1.822
H -0.783 -0.351 2.433
H 0.364 -0.774 1.486
O 1.618 0.571 0.807
H 2.532 0.717 0.582
H 1.055 0.768 0.045